## 1
C3H20NO7 | ωB97M-V/def2-TZVPD

```
31
Properties=species:S:1:pos:R:3
O -1.487 -0.833 -0.666
C -1.881 -0.551 0.434
C -0.930 0.006 1.525
C -1.152 -0.882 2.761
N 0.426 -0.029 0.921
H -2.928 -0.685 0.742
H -1.192 1.059 1.610
H -1.293 -1.920 2.476
H -1.885 -0.401 3.394
H -0.192 -0.893 3.271
H 0.797 0.934 0.923
H 0.246 -0.130 -0.083
H 1.055 -0.767 1.211
H 0.473 -2.789 -2.887
H 0.025 -1.459 -2.152
O 0.751 -2.081 -2.294
H 2.909 0.972 -0.599
H 1.672 2.084 -0.765
O 2.170 1.466 -0.221
H 3.853 -1.096 -1.855
H 2.367 -1.280 -1.777
O 3.082 -0.732 -1.399
H 1.386 -3.148 0.700
H 0.527 -2.826 -0.548
O 0.592 -2.685 0.414
H -2.433 4.155 0.085
H -3.329 3.123 -0.712
O -2.530 3.234 -0.184
H -0.017 2.961 -2.153
H -0.974 2.660 -0.872
O -0.110 2.531 -1.300
```

Values from the calculation:
Multiplicity: 1
Net charge: +1
LUMO, hartree: -0.100
HOMO energy, eV: -13.9
Kohn-Sham gap, eV: 11.233

=====

## 2
C3H20NO7 | ωB97M-V/def2-TZVPD

```
31
Properties=species:S:1:pos:R:3
C -0.006 -1.016 -1.941
C -1.300 -1.087 -1.770
C 1.550 -0.809 -0.063
N 0.912 -0.299 -1.060
H 0.535 -1.300 -2.836
H -2.081 -0.852 -0.895
H -1.844 -1.545 -2.546
H 2.050 -0.302 0.667
H 1.410 -1.880 0.152
H 0.839 0.729 -1.324
H 0.235 2.545 3.086
H -1.171 2.215 3.047
O -0.372 2.076 2.485
H 0.237 3.508 1.319
H 1.373 4.068 0.340
O 0.606 3.510 0.429
H -1.355 1.946 0.043
H -1.740 1.815 -1.232
O -1.256 1.295 -0.575
H -2.752 -1.102 2.323
H -2.802 -2.000 1.055
O -2.212 -1.296 1.501
H -0.164 2.352 -2.744
H 1.294 2.368 -3.120
O 0.670 1.886 -2.633
H 2.590 -2.295 2.738
H 3.180 -1.078 2.923
O 2.899 -1.602 2.132
H -1.084 -3.673 -0.772
H -0.078 -4.439 -0.022
O -0.163 -3.737 -0.710
```

Values from the calculation:
Multiplicity: 1
Net charge: +1
LUMO, hartree: -0.106
HOMO energy, eV: -13.4
Kohn-Sham gap, eV: 10.513

=====

Which structure is the least stable? The one labeled 2.

=====

## 1
C3HO3 | ωB97M-V/def2-TZVPD

```
7
Properties=species:S:1:pos:R:3
C 1.927 0.091 -0.045
C 0.834 -0.459 -0.045
C -1.559 0.255 0.008
O -0.388 -0.816 -0.088
O -1.148 1.329 -0.294
O -2.603 -0.233 0.340
H 2.938 -0.168 0.124
```

Values from the calculation:
Multiplicity: 1
Net charge: -1
LUMO, hartree: 0.159
SMILES: C#COC(=O)[O-]
HOMO energy, eV: -4.6
Kohn-Sham gap, eV: 8.945

=====

## 2
C3HO3 | ωB97M-V/def2-TZVPD

```
7
Properties=species:S:1:pos:R:3
C -0.871 0.763 -1.460
C 0.297 0.392 -1.745
O 1.377 0.120 -2.286
C 0.717 -0.726 1.522
O 0.249 -0.850 2.541
O -1.810 0.861 -0.468
H -1.450 0.469 0.339
```

Values from the calculation:
Multiplicity: 1
Net charge: -1
LUMO, hartree: 0.129
HOMO energy, eV: -1.6
Kohn-Sham gap, eV: 5.165

=====

Which structure is the least stable? The one labeled 2.

=====

## 1
C5H6Br2 | ωB97M-V/def2-TZVPD

```
13
Properties=species:S:1:pos:R:3
C 0.176 1.300 -2.187
C 0.187 0.768 -1.082
C -0.041 0.634 1.472
C -0.422 -1.275 -0.032
C -0.076 0.112 0.095
Br -2.417 -1.158 -0.214
Br 2.749 -1.029 -0.199
H 0.174 1.893 -3.057
H -0.632 0.076 2.117
H 1.056 0.659 1.822
H -0.251 1.784 1.424
H -0.126 -1.798 -1.017
H -0.377 -1.965 0.858
```

Values from the calculation:
Multiplicity: 1
LUMO (spin up / spin down), hartree: -0.104 / -0.104
HOMO energy (spin up / spin down), eV: -8.5 / -8.5
Kohn-Sham gap (spin up / spin down), eV: 5.648 / 5.640

=====

## 2
C5H6Br2 | ωB97M-V/def2-TZVPD

```
13
Properties=species:S:1:pos:R:3
C -1.229 0.880 0.788
C -1.089 -0.560 0.904
C 0.397 -0.108 -1.335
C -0.660 0.129 -0.340
C 1.945 -0.184 -0.816
Br 2.399 1.195 0.386
Br 2.340 -1.847 0.133
H -2.176 1.400 0.632
H -0.463 1.631 1.206
H -0.268 -0.872 1.409
H -1.847 -1.216 0.724
H 0.192 -1.109 -1.583
H 0.459 0.661 -2.108
```

Values from the calculation:
Multiplicity: 1
LUMO (spin up / spin down), hartree: -0.042 / -0.002
HOMO energy (spin up / spin down), eV: -8.1 / -8.8
Kohn-Sham gap (spin up / spin down), eV: 6.969 / 8.766

=====

Which structure is the least stable? The one labeled 2.